C43H50BrN3O3P2PdTe | ωB97M-V/def2-TZVPD

Last column: Mulliken spin population.
Atoms and positions in Å:
H1 2.89430 -5.19960 6.57510  0.00
H2 4.10110 1.41580 1.28860  0.00
C1 1.82790 -6.39260 5.15580  0.00
C2 -1.26020 -2.56740 -0.38760  0.00
H3 -0.17510 0.69350 -1.92660  0.00
C3 2.24940 -7.71180 5.74410  0.00
Te1 0.20670 -1.88360 3.38500  0.05
H4 -0.33190 4.82760 6.38730  0.00
C4 3.55330 -0.74670 -1.77130  0.00
C5 -2.74090 0.33910 1.15890  0.02
H5 -0.40910 -4.17540 1.87320  0.00
H6 0.68310 -7.25470 3.56730  0.00
C6 -3.01480 -4.11310 -1.06240  0.00
P1 2.82250 0.22280 -0.37560  0.03
H7 3.18150 -2.30700 5.24280  0.00
H8 4.47290 -3.54130 1.16260  0.00
H9 -0.57740 -8.93650 -1.42360  0.00
C7 -3.59660 -1.91170 -0.26510  0.00
C8 4.08760 -2.72950 1.76740  -0.06
C9 -2.25300 -1.62520 -0.05890  0.01
C10 -0.56710 3.81940 6.07200  0.00
Pd1 1.04020 -0.06470 1.12900  0.45
C11 2.60140 0.50540 4.18220  0.00
H10 4.88730 -0.10790 0.87030  0.00
C12 4.95810 -1.90330 2.46470  0.07
H11 2.77790 -0.99750 -2.49280  0.00
H12 0.16410 -1.37530 0.28330  0.00
C13 -0.47660 2.08340 4.40820  0.02
H13 3.02030 -8.17880 5.12790  0.00
H14 -1.67610 1.51330 -1.50430  -0.01
H15 6.02470 -2.07480 2.43710  0.00
C14 -0.94400 3.52280 0.44530  0.05
C15 0.06120 -6.88960 -1.25840  0.00
N1 -0.19460 0.36610 2.77050  0.24
H16 1.74640 -9.79140 -1.32310  0.00
H17 -3.38420 0.87950 0.45400  0.00
H18 0.21990 -5.80750 1.51410  0.00
H19 4.34670 -0.19340 -2.27460  0.00
H20 -3.35930 -0.26090 1.83470  0.00
C16 2.37560 -2.73430 5.83870  0.01
H21 -2.02300 0.99210 7.20800  0.00
C17 2.24690 -5.19110 5.70410  0.00
C18 4.44930 -0.85790 3.22020  -0.05
O1 -1.79720 -0.46380 0.49130  -0.02
H22 1.65550 0.25260 4.66680  0.00
H23 3.33290 0.77600 4.94590  0.00
C19 3.08460 -0.63440 3.33870  0.07
C20 1.17290 -6.01820 -1.10880  0.00
C21 -1.23380 2.96660 6.93690  0.00
Br1 -5.79690 -3.51650 -1.06550  0.00
H24 1.10800 -3.89380 -0.82570  0.00
H25 3.41450 2.27750 -1.55600  0.00
O2 0.04670 -2.26970 -0.21100  -0.01
H26 -1.09040 4.06450 -0.48740  0.00
C22 0.26340 -8.26400 -1.34520  0.00
C23 -0.18740 3.38150 4.81690  0.00
H27 2.65180 -7.58140 6.74820  0.00
H28 -1.22480 -5.61100 2.49580  0.00
C24 1.01690 -6.33450 4.03490  0.00
O3 0.64740 2.44630 2.34380  0.02
H29 -2.15000 1.04350 1.74330  -0.01
H30 1.40370 -8.39750 5.79250  0.00
C25 1.00810 -3.90260 4.05610  0.00
C26 -1.14860 1.23180 5.27870  0.01
H31 5.12920 -0.21380 3.76430  0.00
C27 1.56190 -8.72630 -1.28220  0.00
H32 -1.35650 0.21870 4.95790  0.00
H33 1.58890 -1.98600 5.94410  0.00
H34 -3.28380 -5.09350 -1.41940  0.00
C28 -1.65290 -3.83110 -0.86660  0.00
C29 -1.51930 1.67090 6.53470  0.00
H35 0.34830 4.03200 4.13900  0.00
H36 1.91240 1.57970 -2.16710  0.00
H37 3.64500 -8.26790 -1.12150  0.00
C30 0.61010 -5.11970 3.49370  0.00
C31 -0.59640 1.63270 -1.56460  0.04
H38 2.77050 -2.97230 6.82490  0.00
N2 0.63850 -4.76810 -0.99920  0.00
H39 2.43350 1.38620 3.55400  0.00
H40 2.05090 -3.22210 1.38740  0.04
H41 5.02030 1.29050 -0.23500  0.00
C32 1.85220 -3.97080 5.17270  -0.01
C33 -3.94660 -3.15310 -0.77750  0.00
N3 -1.09120 -6.16510 -1.24310  0.00
C34 2.72680 -2.53150 1.87890  -0.01
C35 2.19460 -1.50810 2.68080  0.02
H42 1.44660 3.68250 -0.91900  0.00
C36 -0.72500 -4.91210 -1.06020  0.00
P2 0.06840 1.98970 0.17190  0.11
C37 2.46870 1.81010 -1.25700  -0.01
C38 -0.25160 -5.17770 2.26840  0.00
C39 0.02350 1.59000 3.07740  -0.09
H43 3.95960 -1.67570 -1.37460  0.00
C40 1.66130 2.75390 -0.37930  0.02
H44 -4.36410 -1.19130 -0.03380  0.00
H45 -1.91650 3.25330 0.85350  0.00
C41 4.37010 0.75700 0.46150  0.02
H46 -0.36950 2.42880 -2.27550  0.00
C42 2.64700 -7.85750 -1.16140  0.00
H47 3.30240 -5.81230 -0.94670  0.00
H48 -0.43540 4.14640 1.17430  0.00
C43 2.47070 -6.48970 -1.06750  0.00
H49 -1.53170 3.30670 7.92170  0.00
H50 2.20940 2.99680 0.53240  0.00

- ⟨S²⟩ = 0.764
- orbital gap (alpha / beta) (eV) = 5.4 / 6.5
- charge = -1
- lowest unoccupied orbital energy (alpha / beta) (eV) = 2.43 / 2.43
- total energy (hartree) = -5711.227054
- multiplicity = 2
- HOMO level (alpha / beta) (eV) = -2.957 / -4.066
- energy above the lowest of the compared OMol25 structures with the same formula, charge and spin (eV) = 0.6502